# 1
The following is a quantum chemistry calculation of C4H11N2S as an isolated structure in a non-equilibrium geometry, from the Open Molecules 2025 dataset.

Last column: Löwdin spin population.
Cartesian coordinates (Å):
N  2.633  -0.452  -0.465  0.078
C  1.374  0.278  -0.439  0.189
C  0.468  1.199  1.768  0.433
S  -1.100  1.911  1.292  0.132
C  0.207  -0.670  -0.741  0.015
N  -1.069  -0.131  -1.220  0.008
C  -2.197  -0.937  -0.650  0.000
H  3.406  -0.133  0.198  0.011
H  1.122  0.742  0.576  0.063
H  1.264  1.228  -1.065  0.011
H  0.480  0.245  2.354  0.022
H  1.258  1.890  2.137  0.024
H  0.090  -1.202  0.151  0.002
H  0.693  -1.367  -1.517  0.006
H  -1.265  0.789  -0.810  0.005
H  -1.992  -1.028  0.421  0.000
H  -2.280  -1.939  -1.199  0.000
H  -3.093  -0.421  -0.789  0.000

charge	-2
spin multiplicity	2
expectation value of S²	0.757
orbital gap (spin up / spin down)	3.55 / 4.43	eV

***

# 2
The following is a quantum chemistry calculation of a 2-piece molecular cluster, C4H11N2S overall in a non-equilibrium geometry, from the Open Molecules 2025 dataset.

Last column: natural (NBO) charge in e.
Cartesian coordinates (Å):
C  1.348  0.798  -0.539  -0.323
C  -2.737  0.843  0.093  -0.392
C  1.364  -0.784  -0.579  0.300
C  -2.706  -0.401  -0.357  -0.332
N  1.786  -1.356  0.479  -0.654
N  2.103  1.145  0.680  -0.854
S  -1.454  -1.371  0.375  -0.022
H  1.756  1.323  -1.398  0.257
H  0.276  1.235  -0.446  0.250
H  -3.501  1.571  -0.213  0.229
H  -1.939  1.402  0.671  0.196
H  1.094  -1.155  -1.586  0.256
H  -3.376  -0.902  -0.906  0.228
H  2.196  -0.592  1.078  0.475
H  1.814  -2.377  0.350  0.456
H  2.379  2.087  0.688  0.407
H  1.397  1.129  1.557  0.377
H  -1.801  -2.593  0.055  0.148

charge	+1
orbital gap	7.87	eV

***

# 3
The following is a quantum chemistry calculation of an isolated ion of composition C4H11N2S and charge +1 in a non-equilibrium geometry, from the Open Molecules 2025 dataset.

Last column: natural (NBO) charge in e.
Cartesian coordinates (Å):
C  -2.107  0.398  0.175  -0.011
C  0.685  0.750  0.125  0.239
C  2.264  -1.176  -0.343  -0.607
C  1.015  -0.676  0.384  -0.497
N  -0.589  1.131  -0.016  -0.543
N  -3.328  0.992  -0.189  -0.772
S  1.875  1.973  -0.015  0.203
H  -1.964  -0.525  -0.383  0.211
H  -2.081  0.226  1.251  0.215
H  2.265  -0.853  -1.381  0.225
H  2.274  -2.262  -0.332  0.251
H  3.181  -0.844  0.139  0.215
H  1.153  -0.803  1.464  0.269
H  0.153  -1.283  0.104  0.241
H  -0.722  2.125  -0.180  0.401
H  -3.512  1.066  -1.181  0.396
H  -3.614  1.818  0.321  0.396
H  2.934  1.178  0.164  0.168

charge	+1
orbital gap	10.53	eV

***

> charge of number 3 (C4H11N2S)?

+1